Record 1
A cluster of 2 separate species, C9H14O in total in a non-equilibrium geometry. Source: the OMol25 dataset; level of theory: ωB97M-V/def2-TZVPD.

```
24
Properties=species:S:1:pos:R:3:lowdin_charge:R:1
C 2.326 -1.619 1.614 -0.19
C 2.450 -2.018 3.010 -0.19
H 1.366 -1.570 1.200 0.02
H 2.611 -0.535 1.575 0.09
H 2.877 -2.238 0.847 0.09
H 3.329 -1.708 3.514 0.06
H 2.400 -3.097 3.193 0.07
H 1.600 -1.568 3.479 0.06
C -1.762 0.293 -3.313 -0.08
C -0.200 0.761 0.540 -0.30
C -1.287 -0.151 0.462 -0.02
C 0.659 1.134 -0.530 0.02
C -1.865 -0.270 -0.813 -0.05
C 0.110 0.800 -1.808 -0.01
C -1.234 0.310 -1.912 -0.29
O -0.091 1.440 1.736 0.06
H -1.709 -0.506 1.394 0.11
H -0.479 0.982 2.405 0.04
H 1.475 1.680 -0.390 0.06
H -2.901 -0.623 -0.940 0.12
H 0.766 1.075 -2.578 0.09
H -1.189 -0.254 -4.070 0.08
H -1.773 1.371 -3.704 0.10
H -2.818 0.034 -3.311 0.06
```

Results
M	138.21	g mol⁻¹
spin multiplicity	1
SMILES string	Cc1ccc(O)cc1.CC
net charge	0
energy above the lowest of the compared OMol25 structures with the same formula, charge and spin	42.2	kcal per mole
electronic energy	-426.50548	Eh
frontier orbital gap	8.96	eV
HOMO level	-8.13	eV

Record 2
A cluster of 6 separate species, C22H38BNO18P in total in a non-equilibrium geometry. Source: the OMol25 dataset; level of theory: ωB97M-V/def2-TZVPD.

```
81
Properties=species:S:1:pos:R:3:lowdin_charge:R:1
C -0.698 4.816 -2.078 -0.12
O -1.730 5.746 -1.844 -0.02
B -2.869 5.476 -2.633 -0.80
O -2.648 5.541 -4.018 0.08
C -4.192 5.209 -1.960 -0.37
O -4.010 5.113 -0.496 -0.19
P -4.903 3.662 -2.454 0.66
N -4.046 2.329 -2.264 -0.30
H -0.004 5.202 -2.828 0.08
H -0.145 4.669 -1.154 0.08
H -1.070 3.846 -2.409 0.07
H -3.138 4.826 -4.451 0.05
H -4.910 5.162 -0.143 0.04
H -5.327 3.854 -3.793 -0.01
H -6.072 3.524 -1.657 -0.03
H -3.149 2.612 -1.884 -0.04
C -4.673 -0.400 -0.840 -0.04
C -3.746 -1.242 0.000 -0.32
C -4.136 -1.359 1.455 -0.09
O -2.866 -1.538 2.105 0.05
C -1.923 -0.967 1.315 -0.57
O -0.796 -0.782 1.656 0.13
O -2.432 -0.647 0.115 0.10
H -4.361 -0.403 -1.882 0.07
H -5.694 -0.785 -0.779 0.09
H -4.660 0.644 -0.530 0.06
H -3.616 -2.233 -0.449 0.15
H -4.785 -2.207 1.659 0.13
H -4.600 -0.447 1.836 0.14
C 0.284 1.253 -7.005 -0.03
C -1.079 1.887 -6.928 -0.32
C -1.125 3.123 -6.053 -0.08
O -2.463 3.085 -5.547 0.03
C -2.877 1.791 -5.542 -0.56
O -3.833 1.408 -4.969 0.15
O -2.007 1.018 -6.255 0.07
H 0.282 0.394 -7.680 0.08
H 1.031 1.962 -7.348 0.08
H 0.567 0.888 -6.021 0.08
H -1.478 2.097 -7.925 0.15
H -0.946 4.046 -6.599 0.14
H -0.437 3.067 -5.209 0.12
C -0.074 -1.695 4.411 -0.02
C 1.051 -1.439 5.380 -0.30
C 1.983 -2.609 5.593 -0.09
O 2.436 -2.402 6.945 0.05
C 1.476 -1.702 7.596 -0.58
O 1.450 -1.535 8.773 0.15
O 0.559 -1.231 6.727 0.09
H -0.664 -0.796 4.262 0.08
H 0.310 -2.011 3.446 0.08
H -0.744 -2.463 4.801 0.10
H 1.606 -0.545 5.088 0.16
H 2.827 -2.612 4.908 0.13
H 1.475 -3.572 5.543 0.13
C 4.364 1.056 -1.921 -0.02
C 3.310 1.948 -2.526 -0.32
C 1.968 1.284 -2.747 -0.08
O 1.465 1.999 -3.883 0.04
C 2.519 2.474 -4.582 -0.56
O 2.438 2.957 -5.665 0.15
O 3.664 2.333 -3.872 0.09
H 5.280 1.616 -1.734 0.08
H 4.016 0.638 -0.977 0.09
H 4.614 0.243 -2.602 0.09
H 3.198 2.862 -1.939 0.16
H 1.290 1.387 -1.904 0.15
H 2.060 0.228 -3.011 0.14
C 5.781 -6.946 6.682 -0.02
C 4.695 -5.980 6.283 -0.32
C 3.306 -6.577 6.218 -0.09
O 2.678 -5.776 5.209 0.05
C 3.650 -5.301 4.391 -0.58
O 3.454 -4.757 3.356 0.17
O 4.873 -5.530 4.926 0.09
H 6.739 -6.433 6.767 0.09
H 5.551 -7.408 7.642 0.09
H 5.895 -7.726 5.928 0.09
H 4.709 -5.099 6.931 0.16
H 2.761 -6.499 7.155 0.14
H 3.310 -7.618 5.886 0.14
```

Results
M	646.32	g mol⁻¹
spin multiplicity	1
net charge	-1
electronic energy	-2636.51783	Eh
frontier orbital gap	4.46	eV
HOMO level	-2.81	eV

Record 3
An isolated molecule of C13H17N in a non-equilibrium geometry. Source: the OMol25 dataset; level of theory: ωB97M-V/def2-TZVPD.

```
31
Properties=species:S:1:pos:R:3:lowdin_charge:R:1
C -3.320 -2.155 0.588 -0.13
C -3.485 -1.009 -0.334 -0.19
C -2.818 0.099 -0.245 -0.09
C -2.318 1.281 -0.192 -0.09
C -0.961 1.711 -0.732 -0.23
C 1.123 2.808 -0.479 -0.10
C 0.420 1.119 1.190 -0.15
C 1.251 -0.048 0.638 -0.20
C 0.575 -1.147 0.064 -0.04
C 1.294 -2.171 -0.527 -0.10
C 2.678 -2.136 -0.586 -0.10
C 3.358 -1.048 -0.025 -0.09
C 2.636 0.003 0.514 -0.06
H -4.282 -2.463 1.097 0.09
H -2.544 -1.890 1.386 0.09
H -2.899 -3.047 0.080 0.07
H -4.204 -1.060 -1.212 0.13
H -2.865 2.064 0.364 0.13
H -1.124 2.597 -1.333 0.11
H -0.618 0.834 -1.372 0.13
H 1.547 2.210 -1.306 0.09
H 1.918 3.122 0.196 0.08
H 0.748 3.753 -0.913 0.09
H -0.508 0.691 1.599 0.12
H 0.976 1.561 2.020 0.12
H -0.524 -1.150 -0.023 0.09
H 0.756 -2.946 -1.035 0.10
H 3.261 -2.936 -1.097 0.11
H 4.449 -1.014 -0.108 0.10
H 3.111 0.896 0.901 0.11
N 0.028 2.134 0.216 -0.21
```

Results
M	187.29	g mol⁻¹
spin multiplicity	1
SMILES string	CC=C=CCN(C)Cc1ccccc1
net charge	0
energy above the lowest of the compared OMol25 structures with the same formula, charge and spin	59.6	kcal per mole
electronic energy	-560.23000	Eh
frontier orbital gap	9.36	eV
HOMO level	-8.45	eV

Record 4
An isolated molecule of C5H4N2. Source: the OMol25 dataset; level of theory: ωB97M-V/def2-TZVPD.

```
11
Properties=species:S:1:pos:R:3:lowdin_charge:R:1
C -1.342 1.851 0.668 0.14
C -0.886 0.977 -0.023 -0.09
C -0.261 0.010 -0.898 -0.28
N 1.198 0.010 -0.985 0.08
C 0.546 -1.116 -0.329 -0.26
C 0.572 -1.316 1.106 -0.18
N 0.560 -1.538 2.240 0.16
H -1.737 2.626 1.288 0.04
H -0.775 -0.192 -1.836 0.14
H 1.578 0.672 -0.309 0.11
H 0.611 -2.044 -0.889 0.14
```

Results
M	92.10	g mol⁻¹
spin multiplicity	1
SMILES string	C#C[C@H]1N[C@H]1C#N
net charge	0
energy above the lowest of the compared OMol25 structures with the same formula, charge and spin	69.2	kcal per mole
electronic energy	-302.31807	Eh
frontier orbital gap	10.94	eV
HOMO level	-10.06	eV